No. 1
Molecular formula: C31H48Cl2MnN3O4Si
Method: DFT, wB97M-V/def2-TZVPD

Structure (ORCA input):
```
! RIJCOSX wB97M-V def2-TZVPD def2/J DEFGRID3
* xyz -1 6
Mn -0.235 -0.335 -0.431
Cl -0.547 -2.601 -0.634
Cl -0.458 -5.410 -1.933
Si -2.538 -5.190 -1.911
O -0.103 0.249 -2.369
O 1.667 -0.552 -0.413
O 0.338 2.261 -0.236
O -2.238 0.038 -0.580
N 1.960 0.104 -3.328
N -4.284 -0.188 0.381
N 1.034 3.636 1.477
C 4.384 2.464 0.658
C 0.972 0.785 -2.748
C 1.890 -1.345 -3.481
C 2.542 -0.881 0.588
C -3.049 -0.612 0.146
C 2.994 -3.322 0.061
C 4.842 2.488 1.974
C 3.561 1.423 0.230
C -1.732 0.099 4.909
C 4.444 1.491 2.871
C 0.695 2.454 0.941
C -3.160 -6.976 -2.164
C -3.179 2.438 4.318
C 3.248 0.381 1.098
C 0.988 4.860 0.690
C 3.623 0.450 2.437
C 5.694 -2.466 -1.125
C -0.439 -0.175 1.463
C -3.321 1.810 5.564
C 3.240 0.732 -3.600
C -2.323 1.903 3.362
C -3.024 -4.190 -3.416
C -2.574 0.660 5.866
C -4.705 1.110 -0.137
C -0.897 0.150 2.570
C 3.513 -1.922 0.017
C 4.684 -1.547 -0.518
C -3.194 -4.570 -0.275
C -1.631 0.700 3.641
C 1.552 3.752 2.837
C -5.268 -0.941 1.161
H 1.149 1.871 -2.634
H 6.532 -2.630 -0.430
H -5.733 -0.297 1.919
H -2.706 -1.537 0.646
H 5.281 -3.451 -1.382
H -2.411 -3.281 -3.494
H 2.005 5.186 0.422
H -1.152 -0.798 5.119
H 2.624 4.010 2.822
H 1.006 4.548 3.363
H 3.969 0.534 -2.798
H -2.864 -4.803 -4.317
H -6.078 -1.318 0.519
H 3.638 0.327 -4.535
H -4.991 1.765 0.698
H 1.425 2.796 3.368
H 0.847 -1.667 -3.555
H 2.016 -1.357 1.435
H -2.772 -3.589 -0.014
H 4.656 3.247 -0.053
H 2.442 -1.605 -4.389
H 3.172 1.381 -0.791
H -5.572 0.975 -0.795
H -4.087 -3.910 -3.377
H -4.290 -4.500 -0.331
H 3.083 1.812 -3.685
H -2.937 -5.276 0.525
H -2.693 -7.649 -1.429
H -3.732 3.351 4.085
H -4.011 2.226 6.300
H -3.869 1.545 -0.691
H 4.774 1.530 3.909
H 3.193 -3.764 1.055
H -4.780 -1.790 1.654
H 0.723 1.609 1.666
H 0.527 5.642 1.308
H 4.984 -0.497 -0.480
H -2.658 0.206 6.853
H 0.402 4.702 -0.222
H 2.358 -1.835 -2.614
H 5.515 3.286 2.292
H -2.173 2.384 2.387
H 3.481 -3.965 -0.687
H -2.875 -7.328 -3.167
H -4.255 -7.059 -2.068
H 6.122 -2.025 -2.040
H 1.900 -3.332 -0.118
H 3.289 -0.339 3.114
*
```

Computed properties:
Energy above the lowest of the compared OMol25 structures with the same formula, charge and spin ... 0.0 kcal per mole
E_tot ... -4036.2623 a.u.
<S²> ... 8.76
Frontier orbital gap (spin up / spin down) ... 4.71 / 7.04 eV
HOMO energy (spin up / spin down) ... -2.1 / -4.5 eV
E_LUMO (spin up / spin down) ... 2.57 / 2.56 eV

No. 2
Molecular formula: C19H37N2O3
Method: DFT, wB97M-V/def2-TZVPD

Structure (ORCA input):
```
! RIJCOSX wB97M-V def2-TZVPD def2/J DEFGRID3
* xyz -1 1
O 4.411 -2.019 1.321
O -3.923 0.182 4.503
O -3.182 2.217 3.242
N -3.321 -0.881 1.588
N -4.057 -2.063 -3.212
C 4.307 1.368 1.431
C -0.676 -3.606 -4.176
C 1.324 3.776 1.824
C -2.896 -3.114 -5.324
C 5.501 -1.084 0.991
C 3.869 -1.776 2.672
C 4.995 0.340 0.325
C -1.859 -4.172 -4.950
C -0.270 3.473 1.433
C -3.812 0.884 3.361
C 2.668 1.463 1.214
C -1.223 0.603 -0.058
C -1.583 2.145 -0.598
C -3.364 -1.155 0.104
C -3.548 -2.529 -4.145
C 2.105 2.458 2.409
C -2.125 -0.555 -0.772
C -4.401 0.132 1.999
C -0.416 3.237 -0.211
H -0.672 4.316 -0.647
H 5.971 0.908 -0.060
H 3.004 2.819 3.080
H 4.313 0.159 -0.621
H 4.747 2.448 1.262
H 6.221 -0.835 1.885
H -2.604 -0.089 -1.762
H 4.537 -1.033 3.296
H -1.429 -1.430 -1.115
H -1.483 -4.635 -5.870
H -4.437 -0.842 -0.312
H -2.625 2.498 -0.201
H 0.648 2.965 -0.640
H -3.661 -3.578 -5.959
H -0.840 4.483 1.695
H -4.647 0.897 1.143
H 2.759 -1.368 2.598
H 6.181 -1.616 0.170
H 3.800 -2.769 3.328
H -1.185 0.578 1.110
H 2.133 0.423 1.374
H -0.713 2.563 2.033
H -3.654 -1.777 2.054
H 4.562 1.054 2.542
H 1.299 4.589 2.680
H 2.404 1.847 0.138
H -1.616 2.047 -1.784
H -2.328 -4.969 -4.360
H -5.403 -0.414 2.329
H 1.800 4.227 0.842
H 1.364 1.851 3.101
H -0.099 0.427 -0.421
H -0.175 -2.817 -4.747
H 0.054 -4.395 -3.974
H -0.989 -3.189 -3.214
H -2.426 -2.324 -5.921
H -3.335 -2.342 -0.024
*
```

Computed properties:
E_tot ... -1081.1110 a.u.
Frontier orbital gap ... 6.18 eV
HOMO energy ... -4.0 eV
E_LUMO ... 2.20 eV

No. 3
Molecular formula: C47H57FIrN5O3
Method: DFT, wB97M-V/def2-TZVPD

Structure (ORCA input):
```
! RIJCOSX wB97M-V def2-TZVPD def2/J DEFGRID3
* xyz 2 1
Ir 1.627 -0.850 -1.062
F -2.947 3.860 0.618
O 0.650 -2.410 -1.853
O -0.895 -3.962 -1.472
O -0.103 0.195 -0.896
N -3.777 -1.501 -0.245
N 2.793 0.775 -1.106
N 2.689 -1.630 0.234
N -7.529 3.396 2.640
N -5.558 2.799 1.099
C -6.825 2.706 0.384
C -3.175 2.548 0.429
C 2.232 3.117 -1.595
C 1.664 -1.001 3.856
C -5.062 -2.173 0.035
C 4.529 -4.739 -0.568
C -4.466 2.026 0.654
C 3.833 -1.152 0.865
C 3.873 0.960 -0.435
C 2.496 -5.199 -1.975
C -0.574 -1.007 2.742
C 0.654 -3.722 2.526
C 2.035 4.123 -2.536
C -2.334 0.412 -0.256
C -5.373 4.126 1.689
C -2.748 -2.243 -0.652
C 2.172 3.493 -0.121
C 3.137 -4.239 -0.972
C 4.031 0.073 -4.686
C 0.933 4.341 0.174
C 1.545 -0.301 -4.983
C -6.716 4.600 2.258
C 2.269 -4.033 0.253
C 4.407 0.079 0.547
C 6.218 -0.299 2.117
C -5.222 -2.497 1.509
C -4.642 0.671 0.435
C 2.048 -2.778 0.826
C -1.480 -1.769 -0.911
C 3.409 4.274 0.333
C 1.683 -5.131 0.877
C 4.477 -1.949 1.825
C -2.141 1.773 0.003
C 1.220 -2.593 1.946
C 2.400 1.497 -3.430
C 0.928 -1.219 2.531
C -1.234 -0.403 -0.721
C 2.655 0.118 -4.020
C 2.010 3.845 -3.889
C 2.443 1.808 -2.063
C 0.895 -4.983 2.004
C -0.514 -2.817 -1.430
C -3.599 -0.142 -0.028
C 5.642 -1.532 2.429
C 2.175 2.542 -4.321
C -7.955 2.620 1.411
C 5.597 0.487 1.180
H 3.508 5.196 -0.242
H -4.632 4.059 2.483
H 2.658 -0.615 -3.214
H 4.226 -0.920 -5.093
H 1.274 -0.464 1.821
H -6.847 1.826 -0.252
H 1.422 -0.021 4.272
H 0.026 -3.619 3.402
H -7.310 5.146 1.528
H -0.942 -1.617 3.570
H -4.437 -3.178 1.838
H -6.583 5.227 3.136
H 1.679 -1.345 -5.270
H 4.336 3.715 0.208
H -1.171 2.215 -0.156
H -8.345 3.669 3.189
H 1.555 0.294 -5.896
H 4.064 -2.913 2.085
H 0.772 4.425 1.250
H -6.964 3.573 -0.272
H -5.033 4.879 0.975
H 2.101 2.576 0.468
H 3.259 -3.277 -1.468
H 2.484 -6.223 -1.599
H 5.148 -4.887 -1.454
H 5.042 -4.035 0.088
H 1.370 -1.759 4.584
H 1.895 5.143 -2.200
H 0.457 -5.854 2.473
H 6.113 -2.179 3.158
H 7.132 0.022 2.596
H -5.074 -3.079 -0.565
H -6.182 -2.984 1.678
H 1.051 5.354 -0.216
H 1.864 4.642 -4.606
H -8.883 3.057 1.050
H 4.442 1.858 -0.656
H 1.474 -4.905 -2.211
H -1.145 -1.280 1.858
H 0.558 -0.199 -4.526
H 0.040 3.933 -0.294
H 2.744 -1.058 3.729
H 4.089 0.791 -5.506
H -0.779 0.037 2.990
H -5.865 -1.542 -0.346
H 1.842 -6.119 0.467
H 3.323 4.544 1.387
H 3.079 -5.206 -2.896
H 6.017 1.446 0.901
H -2.923 -3.302 -0.800
H -5.605 0.236 0.661
H 4.459 -5.697 -0.047
H -6.957 2.788 3.228
H -8.140 1.598 1.736
H 2.158 2.329 -5.381
H 4.823 0.313 -3.975
H -5.174 -1.602 2.130
*
```

Computed properties:
E_tot ... -2528.4241 a.u.
Frontier orbital gap (spin up / spin down) ... 6.94 / 6.94 eV
HOMO energy (spin up / spin down) ... -12.4 / -12.4 eV
E_LUMO (spin up / spin down) ... -5.43 / -5.43 eV

No. 4
Molecular formula: C21H18N6SV
Method: DFT, wB97M-V/def2-TZVPD

Structure (ORCA input):
```
! RIJCOSX wB97M-V def2-TZVPD def2/J DEFGRID3
* xyz 0 4
V -0.001 0.107 -0.130
S -3.044 0.604 3.258
N -0.995 0.308 1.426
N 1.110 2.589 -1.065
N 1.224 -0.188 -1.460
N 0.092 1.994 -0.435
N -0.828 -2.169 -1.665
N -0.727 -1.741 -0.394
C -0.522 4.060 -1.013
C 2.350 1.950 -1.164
C -1.981 -2.862 -1.842
C 0.772 3.849 -1.431
C -2.624 -2.913 -0.627
C 2.150 -1.016 -3.549
C 0.264 -2.994 -3.640
C 3.526 2.687 -1.141
C 1.227 -2.951 -4.633
C 3.658 -0.059 -1.222
C 1.244 -3.979 -5.725
C 6.013 2.921 -1.240
C 4.771 2.079 -1.203
C -1.855 0.438 2.223
C -1.796 -2.210 0.247
C 2.387 0.540 -1.262
C 0.213 -2.067 -2.602
C 4.818 0.687 -1.199
C -0.907 2.871 -0.393
C 1.214 -1.074 -2.497
C 2.159 -1.919 -4.584
H 2.911 -1.828 -5.354
H 3.475 3.764 -1.074
H -2.296 -3.223 -2.798
H -3.555 -3.387 -0.396
H 0.435 -3.799 -6.435
H 1.437 4.483 -1.979
H 5.773 0.180 -1.197
H 6.867 2.359 -1.614
H -1.839 2.612 0.078
H 2.874 -0.216 -3.541
H 2.187 -3.955 -6.269
H 3.708 -1.139 -1.237
H 5.863 3.793 -1.875
H 6.252 3.280 -0.238
H -0.457 -3.796 -3.665
H -1.948 -2.013 1.291
H -1.098 4.956 -1.113
H 1.103 -4.976 -5.310
*
```

Computed properties:
Energy above the lowest of the compared OMol25 structures with the same formula, charge and spin ... 6.4 kcal per mole
E_tot ... -2481.7747 a.u.
<S²> ... 3.77
Frontier orbital gap (spin up / spin down) ... 7.24 / 7.79 eV
HOMO energy (spin up / spin down) ... -6.6 / -7.4 eV
E_LUMO (spin up / spin down) ... 0.60 / 0.37 eV

No. 5
Molecular formula: C2H7HoO3
Method: DFT, wB97M-V/def2-TZVPD

Structure (ORCA input):
```
! RIJCOSX wB97M-V def2-TZVPD def2/J DEFGRID3
* xyz 1 6
Ho -2.854 -0.510 1.636
O -1.078 -0.926 0.370
O 0.963 0.027 1.181
O -0.861 -0.410 -2.229
C 0.414 -1.044 0.444
C 0.927 1.263 0.511
H 0.611 -1.934 1.068
H 1.454 1.191 -0.458
H -0.099 1.610 0.307
H 1.050 -1.182 -0.454
H 1.399 2.009 1.162
H -1.351 -0.600 -1.294
H -0.576 0.506 -2.241
*
```

Computed properties:
Energy above the lowest of the compared OMol25 structures with the same formula, charge and spin ... 0.0 kcal per mole
E_tot ... -1253.7988 a.u.
<S²> ... 8.75
Frontier orbital gap (spin up / spin down) ... 6.95 / 7.10 eV
HOMO energy (spin up / spin down) ... -12.7 / -13.5 eV
E_LUMO (spin up / spin down) ... -5.75 / -6.39 eV

No. 6
Molecular formula: C2H3ClNOP
Method: DFT, wB97M-V/def2-TZVPD

Structure (ORCA input):
```
! RIJCOSX wB97M-V def2-TZVPD def2/J DEFGRID3
* xyz 0 1
Cl -1.817 1.770 0.788
P -0.961 0.371 -0.390
O -1.358 0.413 -1.760
N -1.766 -2.309 0.746
C 1.783 0.325 -0.053
C -1.515 -1.248 0.416
H 1.714 -0.694 0.455
H 1.632 1.032 0.719
H 2.289 0.339 -0.922
*
```

Computed properties:
Energy above the lowest of the compared OMol25 structures with the same formula, charge and spin ... 73.5 kcal per mole
E_tot ... -1009.4682 a.u.
Frontier orbital gap (spin up / spin down) ... 7.93 / 8.23 eV
HOMO energy (spin up / spin down) ... -10.0 / -9.9 eV
E_LUMO (spin up / spin down) ... -2.05 / -1.64 eV

No. 7
Molecular formula: C35H60O30
Method: DFT, wB97M-V/def2-TZVPD

Structure (ORCA input):
```
! RIJCOSX wB97M-V def2-TZVPD def2/J DEFGRID3
* xyz 0 1
O 5.373 -1.291 -0.441
O 3.834 0.311 -2.555
O -2.882 4.405 -0.303
O 0.005 1.125 -0.184
O 2.854 -5.721 -1.162
O -3.706 2.576 4.318
O -5.028 -3.799 1.623
O 2.164 2.986 2.560
O 1.855 4.545 3.982
O -4.240 1.960 2.203
O 0.530 -2.825 -4.016
O -3.420 -2.441 2.100
O 3.323 3.027 4.449
O -3.360 6.616 0.008
O 3.835 -0.313 0.912
O -4.633 -0.850 -0.521
O -2.309 1.336 3.216
O 4.995 -0.410 -4.526
O 6.181 0.468 1.058
O -1.143 -1.607 -2.799
O 3.654 -4.165 -2.717
O -6.782 -0.454 -0.494
O 5.122 1.805 -3.580
O -5.201 1.465 -0.601
O 0.071 -1.071 -0.489
O 0.242 -0.358 1.574
O 2.895 -6.105 -3.477
O -1.240 5.755 0.880
O -1.018 -3.832 -2.513
O -2.940 -4.371 1.038
C -3.141 7.949 0.421
C -3.284 -0.517 -0.676
C 3.785 -4.137 -4.140
C 3.156 -5.408 -4.633
C 1.617 6.148 2.241
C -0.506 -2.774 -3.094
C -2.134 3.252 -0.015
C 0.209 -2.240 0.259
C 5.103 -0.394 0.488
C -5.695 -2.661 2.214
C -0.316 1.404 4.517
C -0.698 -0.398 -3.412
C 1.034 4.934 2.858
C 1.125 3.694 1.996
C 1.591 -2.918 -0.082
C 0.128 -1.736 1.723
C -3.746 -3.609 1.548
C 5.255 -3.997 -4.563
C -6.610 -3.105 3.381
C -7.843 0.478 -0.553
C -4.538 -1.776 2.632
C 2.485 3.447 3.705
C 3.109 -0.894 -2.561
C 5.980 2.171 -4.625
C -3.481 1.938 3.158
C -1.789 1.217 4.509
C -0.378 -5.064 -2.728
C 0.128 0.009 0.272
C -2.480 5.597 0.241
C 4.642 0.557 -3.553
C 3.516 0.439 2.104
C 3.115 -5.358 -2.323
C -2.639 2.259 5.209
C 6.649 -1.395 -1.026
C -5.559 0.065 -0.492
H 5.668 -3.110 -4.037
H -6.103 -3.738 4.013
H 5.368 -3.720 -5.607
H 6.850 1.576 -4.840
H -2.994 0.253 0.002
H 1.322 3.928 0.976
H 0.145 3.141 1.973
H -6.846 -2.135 3.884
H -7.972 0.759 -1.573
H -2.244 8.208 0.930
H 6.184 3.241 -4.424
H -0.884 -0.555 -4.467
H 4.094 0.051 2.953
H -0.947 -1.970 2.038
H -6.201 -2.137 1.421
H 0.318 -0.175 -3.314
H -7.620 1.423 0.053
H -3.050 -0.123 -1.642
H 7.407 -1.828 -0.300
H -3.058 1.989 6.118
H -1.997 3.112 1.068
H 7.055 -0.471 -1.397
H 5.876 -4.871 -4.387
H -0.008 2.413 4.435
H 3.904 -5.972 -5.156
H 5.366 2.166 -5.517
H 6.625 -2.165 -1.887
H 1.673 -3.976 0.235
H -2.702 -1.328 -0.390
H -3.232 8.507 -0.519
H -1.165 3.421 -0.435
H 1.170 6.428 1.342
H 2.534 -2.436 0.274
H 2.717 6.080 2.082
H -1.240 0.434 -3.006
H 0.005 5.184 3.158
H -7.567 -3.579 3.035
H 3.850 1.462 1.929
H -0.097 -5.147 -3.762
H -2.608 2.316 -0.275
H -4.015 8.235 1.088
H 1.439 6.985 2.918
H 0.446 -5.124 -2.045
H 2.456 0.351 2.254
H 2.250 -5.337 -5.194
H 0.161 0.932 3.662
H 3.202 -3.287 -4.455
H -0.623 -2.843 -0.124
H -1.994 0.174 4.860
H -1.112 -5.849 -2.495
H 2.446 -0.848 -1.731
H 3.784 -1.657 -2.335
H 0.923 -2.106 2.407
H -4.641 -0.777 2.214
H -4.383 -1.703 3.692
H 2.520 -1.105 -3.472
H -2.196 3.231 5.293
H 0.120 1.002 5.456
H -8.885 0.187 -0.341
H 1.686 -3.059 -1.172
*
```

Computed properties:
Energy above the lowest of the compared OMol25 structures with the same formula, charge and spin ... 200.4 kcal per mole
E_tot ... -3626.6355 a.u.
Frontier orbital gap ... 9.73 eV
SMILES ... C[C@H]1COC(=O)O1.C[C@H]1COC(=O)O1.C[C@H]1COC(=O)O1.C[C@H]1COC(=O)O1.C[C@H]1COC(=O)O1.COC(=O)OC.COC(=O)OC.COC(=O)OC.COC(=O)OC.COC(=O)OC
HOMO energy ... -9.5 eV
E_LUMO ... 0.26 eV

No. 8
Molecular formula: C20H10I4O4
Method: DFT, wB97M-V/def2-TZVPD

Structure (ORCA input):
```
! RIJCOSX wB97M-V def2-TZVPD def2/J DEFGRID3
* xyz 0 1
I -2.809 3.037 -3.786
I -6.084 -1.129 -0.033
I -0.421 -0.274 5.590
I 4.258 -2.709 1.518
O -5.144 0.887 -2.558
O 0.669 -1.850 -1.977
O 1.669 -0.558 -3.440
O 2.517 -1.740 4.306
C -3.084 1.607 -2.085
C 2.195 -1.891 2.152
C -4.209 0.819 -1.815
C -1.903 1.252 -1.440
C -0.169 -1.269 1.101
C 1.184 1.767 0.617
C -4.125 -0.279 -0.763
C -0.427 -0.126 0.127
C -0.626 -0.881 2.490
C 2.714 1.083 -1.632
C 0.849 0.616 -0.153
C 1.261 -0.704 -2.328
C -2.906 -0.594 -0.132
C -1.682 0.076 -0.493
C 1.565 0.302 -1.325
C 1.645 -1.552 3.471
C 1.274 -1.794 1.068
C 3.037 2.187 -0.791
C 0.240 -1.029 3.616
C 2.238 2.585 0.311
H -1.684 -0.644 2.686
H 3.294 0.910 -2.519
H 1.628 -2.302 0.112
H -2.859 -1.280 0.647
H 0.580 2.139 1.394
H -1.018 1.799 -1.774
H -0.711 -2.189 0.785
H 2.542 3.463 0.841
H 0.631 -2.390 -2.781
H 3.870 2.660 -1.007
*
```

Computed properties:
Energy above the lowest of the compared OMol25 structures with the same formula, charge and spin ... 22.7 kcal per mole
E_tot ... -2259.6923 a.u.
Frontier orbital gap ... 7.31 eV
SMILES ... O=C1C(I)=CC(=C(c2ccccc2C(=O)O)C2C=C(I)C(=O)C(I)=C2)C=C1I
HOMO energy ... -9.1 eV
E_LUMO ... -1.79 eV